The following is a DFT calculation (ωB97M-V with the def2-TZVPD basis set) of a molecular structure, C17H19N3O4.

Geometry (Å):
O -1.317 -2.176 -0.234
C -0.770 -1.285 0.358
N 0.481 -1.278 0.909
C 1.066 -0.368 1.644
H 1.742 -1.025 2.181
C 1.727 0.491 0.752
N 1.990 -0.305 -0.335
C 2.466 -1.515 -0.313
C 1.205 -2.276 0.242
H 1.601 -3.095 1.069
H 0.670 -2.606 -0.454
H 2.750 -1.912 -1.203
H 3.325 -1.741 0.440
C 2.977 0.608 -1.389
C 4.349 0.678 -1.060
C 4.879 1.650 -0.072
C 6.319 1.104 0.086
C 6.367 0.001 -0.490
O 5.352 -0.194 -1.219
H 7.197 -0.580 -0.540
H 6.994 1.793 0.483
H 4.379 2.694 0.279
H 2.511 1.616 -1.565
H 2.909 -0.002 -2.183
H 1.174 1.611 0.160
H 2.776 0.978 1.189
H 0.343 0.047 2.307
N -1.585 0.032 0.638
C -3.023 0.152 0.467
C -3.350 1.433 0.741
C -4.676 1.998 0.361
C -5.562 0.949 -0.297
C -5.062 -0.273 -0.465
C -3.835 -0.864 -0.258
H -3.513 -1.793 -0.485
O -6.083 -0.812 -1.012
C -7.196 -0.124 -1.257
O -6.851 1.131 -0.265
H -8.076 -0.513 -0.488
H -7.663 0.142 -2.034
H -4.939 2.804 0.817
H -2.838 2.244 1.367
H -1.212 0.584 1.128

Kohn-Sham gap ... 7.76 eV
Relative energy (zero: lowest compared OMol25 entry of this formula, charge and spin) ... 17.887 eV
Max |F| ... 18.0 eV/A
DFT total energy ... -30582.2804 eV
HOMO ... -7.1 eV

Atomic partial charges in e from the natural (NBO) method, atoms 1 to 2: -0.64, 0.84



The following is a DFT calculation (ωB97M-V with the def2-TZVPD basis set) of a molecular structure, C17H19N5O2Os.

Geometry (Å):
N 0.374 2.818 -0.431
C 0.213 3.951 -0.501
C 0.200 5.356 -0.288
H -0.854 5.674 -0.288
H 0.767 5.777 -1.130
H 0.683 5.575 0.684
N 2.098 -1.239 -0.653
C 2.955 -1.887 -1.061
C 4.102 -2.688 -1.261
H 4.661 -2.145 -2.057
H 3.710 -3.669 -1.606
H 4.642 -2.755 -0.288
N -2.611 -1.430 -0.380
C -3.698 -1.790 -0.376
C -4.982 -2.370 -0.139
H -4.850 -3.160 0.624
H -5.303 -2.790 -1.101
H -5.654 -1.570 0.220
Os 0.498 -0.135 -0.207
C -0.122 -1.660 0.714
O -0.362 -2.622 1.336
C 1.782 0.842 0.785
O 2.630 1.311 1.451
C 0.656 1.284 -2.490
C -0.716 1.337 -2.174
C -1.462 0.165 -2.124
C -0.843 -1.065 -2.399
C 0.485 -1.100 -2.831
C 1.240 0.075 -2.870
H 1.265 2.191 -2.443
H -1.257 2.268 -2.005
H -2.538 0.266 -1.954
H -1.430 -1.987 -2.350
H 0.924 -2.074 -3.093
H 2.309 0.070 -3.126
N -1.921 -0.057 1.800
C -2.556 0.642 2.754
C -1.939 1.888 2.788
C -0.931 1.844 1.841
N -0.948 0.663 1.185
H -2.181 -0.991 1.485
H -3.348 0.168 3.290
H -2.118 2.730 3.420
H -0.182 2.592 1.656

Kohn-Sham gap (alpha / beta) ... 7.59 / 5.07 eV
Charge ... +4
Relative energy (zero: lowest compared OMol25 entry of this formula, charge and spin) ... 1.439 eV
Max |F| ... 8.4 eV/A
DFT total energy ... -31897.8219 eV
Spin multiplicity ... 5
HOMO (alpha / beta) ... -21.0 / -23.2 eV

Atomic partial charges in e from the natural (NBO) method, atoms 1 to 2: -0.54, 0.52



The following is a DFT calculation (ωB97M-V with the def2-TZVPD basis set) of a single C17H19N5O3S2 molecule.

Geometry (Å):
O -1.709 1.203 -2.458
C -2.329 0.663 -1.566
N -3.722 0.657 -1.593
C -4.572 1.272 -2.502
N -5.828 1.151 -2.213
C -6.532 1.722 -3.266
N -5.910 2.279 -4.277
S -4.241 2.137 -4.025
C -1.646 -0.044 -0.427
N -2.421 -0.771 0.388
N -1.940 -1.548 1.380
C -1.100 -2.698 1.108
C -0.723 -3.195 2.493
C -1.973 -2.843 3.328
C -2.578 -1.606 2.677
C -0.160 0.091 -0.288
C 0.442 0.373 0.935
C 1.810 0.439 1.058
C 2.599 0.168 -0.065
S 4.410 0.239 0.008
O 5.044 -0.767 -0.864
O 4.886 0.127 1.389
C 4.912 1.817 -0.765
C 5.320 2.984 0.100
C 6.374 2.231 -0.722
C 2.021 -0.119 -1.292
C 0.629 -0.146 -1.397
H -4.169 0.287 -0.753
H -7.600 1.689 -3.276
H -0.243 -2.400 0.493
H -1.728 -3.460 0.579
H 0.114 -2.568 2.860
H -0.499 -4.270 2.494
H -1.716 -2.605 4.364
H -2.643 -3.704 3.305
H -3.657 -1.836 2.586
H -2.407 -0.714 3.276
H -0.153 0.585 1.817
H 2.262 0.685 2.029
H 4.349 2.072 -1.669
H 4.958 3.974 -0.164
H 5.374 2.827 1.177
H 6.786 2.713 -1.610
H 7.115 1.660 -0.119
H 2.613 -0.352 -2.179
H 0.181 -0.401 -2.358

Kohn-Sham gap ... 7.64 eV
Relative energy (zero: lowest compared OMol25 entry of this formula, charge and spin) ... 4.596 eV
Structure (SMILES) ... O=C(Nc1ncns1)/C(=N/N1CCCC1)c1ccc(S(=O)(=O)C2CC2)cc1
Max |F| ... 3.3 eV/A
DFT total energy ... -53197.9234 eV
HOMO ... -8.4 eV

Atomic partial charges in e from the natural (NBO) method, atoms 1 to 2: -0.58, 0.65



Question: Among the records above, which one has the highest max |F|?
Answer: C17H19N3O4



Question: Which of these has the lowest relative energy (zero: lowest compared OMol25 entry of this formula, charge and spin)?
Answer: C17H19N5O2Os



Question: Look up the max |F| of the third one.
Answer: 3.3 eV/A



Question: Number 2 is which compound?
Answer: C17H19N5O2Os